No. 1
Below is C22H28ClN5O4 in the gas phase at a distorted geometry, with properties calculated with ωB97M-V with the def2-TZVPD basis set.

```
60
Properties=species:S:1:pos:R:3
C 5.65 2.40 -0.55
N 4.69 1.33 -0.32
C 5.18 0.05 -0.51
O 6.34 -0.14 -0.83
N 4.30 -0.99 -0.31
C 3.03 -0.73 0.07
C 2.57 0.57 0.24
N 1.23 0.44 0.64
C 0.98 -0.91 0.66
N 2.06 -1.62 0.32
N -0.15 -1.53 1.04
C -0.09 -2.98 1.12
C -0.52 -3.68 -0.19
H 0.36 -4.11 -0.65
C -1.16 -2.73 -1.20
H -0.48 -1.89 -1.37
H -1.27 -3.25 -2.15
C -2.53 -2.21 -0.77
H -2.79 -1.34 -1.38
H -3.29 -2.97 -0.95
C -2.60 -1.81 0.71
H -3.53 -1.26 0.88
C -1.45 -0.91 1.15
H -1.48 -0.02 0.51
H -1.63 -0.60 2.19
H -2.64 -2.71 1.33
H -1.21 -4.49 0.04
H 0.93 -3.24 1.36
H -0.73 -3.28 1.96
C 0.44 1.60 0.95
H 1.12 2.35 1.37
H -0.32 1.37 1.70
C -0.22 2.21 -0.30
O 0.70 2.68 -1.23
H 1.49 3.03 -0.77
H -0.81 1.44 -0.82
C -1.17 3.35 0.15
O -2.23 2.88 0.96
C -3.24 2.16 0.41
C -3.43 1.93 -0.95
C -4.50 1.16 -1.38
C -5.39 0.63 -0.47
C -5.23 0.87 0.89
C -4.16 1.63 1.32
H -4.01 1.83 2.37
H -5.93 0.46 1.60
Cl -6.71 -0.35 -1.01
H -4.64 0.98 -2.44
H -2.76 2.34 -1.68
H -0.63 4.06 0.77
H -1.55 3.87 -0.74
C 3.39 1.70 0.04
O 3.07 2.88 0.14
C 4.74 -2.36 -0.49
H 4.13 -2.84 -1.26
H 5.78 -2.33 -0.81
H 4.64 -2.91 0.44
H 6.03 2.34 -1.57
H 6.49 2.30 0.14
H 5.14 3.34 -0.39
```

Results
2S+1: 1
HOMO level in eV: -7.7
Energy relative to the best compared isomer or geometry (same formula, charge and spin) in eV: 0.000
Orbital gap in eV: 8.2829
Largest force on an atom in eV/Å: 1.4
Total energy in eV: -51433.4174
SMILES: Cn1c(=O)c2c(nc(N3CCCCCC3)n2C[C@H](O)COc2ccc(Cl)cc2)n(C)c1=O



No. 2
Below is a molecular structure, C22H28F5NOPdSi2Te2 at a distorted geometry, with properties calculated with ωB97M-V with the def2-TZVPD basis set.

```
62
Properties=species:S:1:pos:R:3
Pd 0.14 0.25 -0.06
C -2.49 1.15 -2.42
Si -1.50 -0.19 -1.57
C -0.87 -1.28 -2.97
C -2.85 -1.25 -0.69
C -3.73 -1.92 -1.56
C -4.70 -2.80 -1.10
C -4.81 -3.04 0.26
C -3.98 -2.36 1.14
C -3.01 -1.45 0.70
Si -2.01 -0.47 1.99
C -2.50 1.33 1.68
C -2.74 -0.78 3.70
H -3.30 0.67 -2.98
H -1.87 1.72 -3.12
H -2.92 1.86 -1.71
H -0.72 -0.67 -3.87
H -1.59 -2.07 -3.21
H 0.08 -1.74 -2.70
H -3.65 -1.76 -2.63
H -5.36 -3.29 -1.81
H -5.55 -3.74 0.63
H -4.10 -2.54 2.21
H -3.57 1.35 1.44
H -1.96 1.80 0.86
H -2.32 1.95 2.56
H -3.80 -0.50 3.75
H -2.17 -0.16 4.40
H -2.65 -1.83 4.01
C 2.26 -3.41 3.46
C 1.86 -3.11 2.05
C 2.56 -2.16 1.32
C 2.10 -1.78 0.07
N 0.98 -2.28 -0.47
C 0.33 -3.21 0.22
C 0.74 -3.66 1.46
H 2.03 -2.54 4.08
H 3.33 -3.61 3.54
H 1.71 -4.27 3.86
H 3.42 -1.66 1.74
H 2.62 -1.03 -0.51
H -0.60 -3.57 -0.22
H 0.13 -4.39 2.00
F 1.52 -0.07 3.67
Te 0.73 1.30 2.53
F -0.22 1.59 4.20
F 2.11 2.30 3.35
F 0.10 3.22 2.32
F 2.38 0.76 1.36
O -0.45 -0.90 1.94
Te 1.32 2.47 -0.71
C -0.08 3.47 -1.96
C 0.02 3.48 -3.35
C -0.92 4.14 -4.13
C -1.99 4.80 -3.54
C -2.10 4.81 -2.15
C -1.15 4.15 -1.37
H 0.85 2.97 -3.82
H -0.83 4.13 -5.21
H -2.72 5.32 -4.14
H -2.93 5.32 -1.67
H -1.23 4.16 -0.29
```

Results
2S+1: 1
HOMO level in eV: -1.5
Energy relative to the best compared isomer or geometry (same formula, charge and spin) in eV: 1.831
Orbital gap in eV: 5.8885
Largest force on an atom in eV/Å: 2.7
Net charge: -2
Total energy in eV: -74221.1185



No. 3
Below is a molecular structure, C22H28IrN5O5S, with properties calculated with ωB97M-V with the def2-TZVPD basis set.

```
62
Properties=species:S:1:pos:R:3
Ir -0.27 0.23 -0.06
C 1.37 -3.82 -4.64
C 0.81 -3.43 -3.29
N 1.67 -2.43 -2.67
C 1.35 -1.65 -1.63
S -0.26 -1.88 -0.87
N 2.23 -0.80 -1.16
N 1.68 -0.17 -0.07
C 2.31 -0.02 1.04
C 3.76 -0.27 1.20
C 1.42 0.18 2.20
C 1.87 0.40 3.49
C 0.96 0.43 4.53
C -0.39 0.22 4.27
C -0.78 0.01 2.96
N 0.09 -0.01 1.97
H 0.75 -4.58 -5.10
H 2.38 -4.24 -4.54
H 1.41 -2.96 -5.31
H 0.74 -4.31 -2.64
H -0.19 -3.02 -3.40
H 2.61 -2.33 -3.02
H 4.23 -0.44 0.24
H 3.94 -1.13 1.84
H 4.23 0.60 1.68
H 2.93 0.55 3.67
H 1.30 0.60 5.54
H -1.12 0.23 5.07
H -1.82 -0.14 2.68
N 2.08 2.73 -2.62
C 1.00 3.40 -3.34
C -0.16 2.44 -3.66
C -0.80 1.92 -2.39
O -1.71 2.49 -1.84
O -0.20 0.83 -1.94
H 2.82 3.39 -2.42
H 2.47 1.99 -3.18
H 1.33 3.86 -4.28
H 0.62 4.20 -2.71
H 0.22 1.60 -4.25
H -0.91 2.98 -4.23
C -1.42 7.01 3.45
O -0.61 6.00 2.84
C -1.22 4.94 2.30
C -2.61 4.74 2.31
C -3.11 3.61 1.71
C -2.30 2.64 1.10
C -2.93 1.50 0.45
C -4.40 1.47 0.15
O -2.32 0.48 0.07
C -0.90 2.87 1.09
O 0.00 2.09 0.50
C -0.39 4.01 1.69
H -0.72 7.77 3.80
H -1.98 6.61 4.29
H -2.10 7.46 2.72
H -3.28 5.45 2.76
H -4.18 3.48 1.71
H -5.02 1.94 0.90
H -4.70 0.43 0.01
H -4.53 2.00 -0.79
H 0.68 4.19 1.66
```

Results
2S+1: 2
HOMO level (spin up / spin down) in eV: -11.0 / -11.0
Energy relative to the best compared isomer or geometry (same formula, charge and spin) in eV: 0.000
Orbital gap (spin up / spin down) in eV: 7.4985 / 5.4974
Largest force on an atom in eV/Å: 0.3
Net charge: +1
Total energy in eV: -54625.7265